Run one
C4H13N3 | ωB97M-V with the def2-TZVPD basis set

The geometry in XYZ format:
```
20
Properties=species:S:1:pos:R:3:mulliken_charge:R:1
C 4.6337 -0.6410 -1.1300 -0.405
C 4.6383 1.2174 1.1390 -0.371
C 2.4613 -1.6687 -1.1381 -0.912
C -8.5093 0.5103 1.2235 -0.008
N -8.7890 0.9407 0.0673 -0.190
N 3.3383 -0.5468 -1.6146 -0.172
N 5.8364 1.3666 1.4721 -0.165
H 5.0118 -1.4051 -0.4268 0.280
H 4.0677 2.1338 1.1017 0.214
H 2.5899 -1.6767 -0.0714 0.396
H 1.4612 -1.5181 -1.5745 0.333
H 2.9372 -2.5998 -1.4107 0.388
H -9.3112 0.1439 1.8474 0.300
H -7.3605 0.4781 1.4194 0.251
H -9.7537 1.1620 -0.2465 0.309
H -7.9770 1.0887 -0.6768 0.338
H 2.9536 0.4824 -1.3196 0.442
H 3.5463 -0.5748 -2.6906 0.454
H 6.4614 0.4846 1.5614 0.289
H 6.2716 2.2370 1.5855 0.229
```

## Properties
Kohn-Sham gap (alpha / beta) in eV: 6.451 / 6.443
Lowest unoccupied orbital energy (alpha / beta) in eV: -7.18 / -7.18
Net charge: +2

Run two
C4H13N3 | ωB97M-V with the def2-TZVPD basis set

The geometry in XYZ format:
```
20
Properties=species:S:1:pos:R:3:mulliken_charge:R:1
C -0.4243 -2.4968 2.0651 -0.081
C -0.1614 -0.3473 0.9544 -0.872
C -0.4786 2.3834 -1.3848 -1.277
C 0.4653 1.6560 -0.5718 0.005
N -0.2643 -1.7593 1.0709 0.072
N 0.9376 -1.0448 -0.9273 -0.583
N 0.1084 0.0436 -0.4878 -0.142
H -0.5576 -2.0996 3.0113 0.319
H -0.3755 -3.5701 2.1326 0.283
H -1.0379 0.0942 1.3657 0.540
H 0.6133 0.1698 1.5458 0.468
H -1.5554 2.4175 -1.1097 0.410
H -0.0860 3.3458 -1.3051 0.379
H -0.4784 2.0723 -2.4974 0.366
H 0.3555 1.7823 0.4875 0.220
H 1.4733 1.7756 -0.8327 0.394
H -0.1937 -2.2280 0.1009 0.396
H 1.9161 -0.8019 -0.6488 0.296
H 0.8235 -1.3158 -1.9361 0.282
H -1.0801 -0.0768 -1.0328 0.525
```

## Properties
Kohn-Sham gap in eV: 10.857
Lowest unoccupied orbital energy in eV: -8.94
Net charge: +2

In kcal/mol, relative to the most stable structure: run one 47.8; run two 0.0.

Run one
C9H36O9 | ωB97M-V with the def2-TZVPD basis set

The geometry in XYZ format:
```
54
Properties=species:S:1:pos:R:3:mulliken_charge:R:1
C -0.6823 2.5224 -4.0453 -0.483
O -1.6666 2.6471 -5.1011 -0.534
H -0.2318 3.4900 -3.8242 0.382
H -1.2195 2.1673 -3.1658 0.065
H 0.1438 1.8477 -4.2696 0.282
H -1.1636 2.8749 -5.8864 0.290
C 1.6435 3.2415 2.7742 -0.683
O 0.7883 2.1435 3.0937 -0.562
H 2.2032 3.0770 1.8535 0.194
H 1.2643 4.2596 2.6859 0.262
H 2.4610 3.1748 3.4921 0.418
H 0.9619 1.8447 3.9894 0.310
C -2.4415 -1.0840 -3.8480 -0.404
O -2.6736 -2.4454 -3.4288 -0.497
H -2.3089 -0.5182 -2.9258 0.025
H -1.4597 -0.8869 -4.2787 0.268
H -3.2784 -0.5720 -4.3230 0.334
H -2.9161 -2.9260 -4.2237 0.281
C 1.8546 1.4446 -1.5054 -0.284
O 1.5232 0.4135 -2.3721 -0.590
H 2.5248 1.1638 -0.6930 -0.070
H 2.4224 2.1590 -2.1016 0.410
H 0.9765 1.9407 -1.0918 0.170
H 0.8287 -0.0859 -1.9363 0.365
C -1.6331 3.6519 1.3890 -0.638
O -0.7745 2.7440 0.8638 -0.278
H -2.4786 3.1991 1.9069 0.290
H -1.0717 4.1905 2.1525 0.179
H -2.0849 4.3164 0.6526 0.248
H -0.3327 2.3454 1.6171 0.198
C 3.3424 -0.5343 1.4800 -0.539
O 4.4492 -0.0244 0.8661 -0.512
H 2.5765 0.1389 1.8650 0.093
H 2.8473 -1.2864 0.8656 0.193
H 3.5787 -1.1389 2.3556 0.468
H 5.0732 0.0778 1.5884 0.327
C -0.5561 -0.6612 0.5314 -0.219
O -0.8015 0.0273 -0.6931 -0.365
H -1.5143 -0.8982 0.9936 0.266
H 0.0807 -1.5055 0.2672 0.083
H -0.2763 -0.0641 1.3994 0.031
H -0.9319 0.9568 -0.4915 0.200
C 0.6562 -4.5484 -0.0577 -0.402
O 1.4168 -5.6760 0.2923 -0.541
H 1.0282 -4.1815 -1.0143 0.273
H -0.3568 -4.9310 -0.1819 0.277
H 0.6425 -3.7788 0.7141 0.115
H 2.3300 -5.3802 0.2975 0.296
C -2.7727 -3.1240 3.4340 -0.566
O -1.6668 -2.7330 4.2885 -0.497
H -3.3069 -4.0001 3.8014 0.299
H -3.5171 -2.3554 3.2260 0.279
H -2.4423 -3.2463 2.4025 0.194
H -1.0574 -3.4741 4.3201 0.297
```

## Properties
Kohn-Sham gap in eV: 9.855
Lowest unoccupied orbital energy in eV: 0.20
SMILES: CO.CO.CO.CO.CO.CO.CO.CO.CO
Net charge: 0

Run two
C9H36O9 | ωB97M-V with the def2-TZVPD basis set

The geometry in XYZ format:
```
54
Properties=species:S:1:pos:R:3:mulliken_charge:R:1
C 2.3205 -3.4907 -1.1263 -0.439
O 1.8775 -4.6553 -0.4397 -0.559
H 2.1867 -2.6014 -0.5073 0.133
H 3.3716 -3.6313 -1.3692 0.297
H 1.7759 -3.3494 -2.0670 0.264
H 1.0181 -4.4304 -0.0667 0.392
C 0.3336 0.6012 -0.5617 -0.140
O 0.0781 -0.7364 -0.9003 -0.456
H 0.8394 0.6992 0.4105 0.286
H 0.9753 1.0482 -1.3213 0.286
H -0.5890 1.1980 -0.5059 -0.169
H -0.7187 -1.0161 -0.4336 0.223
C -1.4390 -5.0404 -0.0075 -0.718
O -0.7490 -3.8974 0.4852 -0.597
H -0.7493 -5.8781 0.0050 0.306
H -2.3101 -5.2971 0.6122 0.300
H -1.8160 -4.8841 -1.0252 0.271
H -1.3722 -3.1627 0.5296 0.399
C 3.2313 3.7874 2.5413 -0.620
O 2.7174 2.8032 1.6377 -0.448
H 2.5804 3.9095 3.4121 0.226
H 4.2262 3.4727 2.8317 0.231
H 3.2963 4.7717 2.0658 0.325
H 2.0438 3.2064 1.0840 0.260
C 0.7521 1.5398 4.3334 -0.540
O 1.5431 0.8174 3.4065 -0.483
H 0.5777 0.9052 5.2048 0.257
H 1.2413 2.4495 4.6959 0.219
H -0.2305 1.8023 3.9200 0.202
H 2.0389 1.4199 2.8367 0.364
C 3.0642 -0.4765 -2.7262 -0.439
O 3.3458 -1.3723 -3.7852 -0.523
H 3.5011 0.5228 -2.8789 0.380
H 1.9905 -0.3368 -2.5668 0.088
H 3.5178 -0.8616 -1.8153 0.226
H 3.2289 -0.9075 -4.6168 0.283
C -2.3647 -1.3159 1.8916 -0.547
O -2.5373 -1.6600 0.4989 -0.651
H -3.2899 -1.4785 2.4507 0.245
H -1.5912 -1.9491 2.3231 0.321
H -2.0617 -0.2732 2.0108 0.210
H -2.7814 -0.8395 0.0355 0.374
C -3.7978 1.8261 -0.1191 -0.698
O -3.2403 0.6911 -0.8006 -0.489
H -2.9826 2.4153 0.2948 0.259
H -4.3909 2.4393 -0.7938 0.346
H -4.4313 1.5028 0.7116 0.271
H -3.7884 0.4924 -1.5646 0.276
C -1.9335 3.1846 -2.7325 -0.395
O -1.1643 3.8164 -3.7376 -0.553
H -2.7908 3.8210 -2.4976 0.247
H -2.3333 2.2243 -3.0689 0.250
H -1.3449 3.0229 -1.8283 0.130
H -0.8754 3.1510 -4.3651 0.320
```

## Properties
Kohn-Sham gap in eV: 9.095
Lowest unoccupied orbital energy in eV: 0.11
SMILES: CO.CO.CO.CO.CO.CO.CO.CO.CO
Net charge: 0

Run three
C9H36O9 | ωB97M-V with the def2-TZVPD basis set

The geometry in XYZ format:
```
54
Properties=species:S:1:pos:R:3:mulliken_charge:R:1
C -0.0874 0.3965 -0.0146 0.094
O 1.1647 0.0952 0.6110 -0.528
H -0.8183 0.5568 0.7788 -0.127
H -0.0771 1.3012 -0.6230 0.084
H -0.4457 -0.4831 -0.5508 0.205
H 1.8822 0.1979 -0.0243 0.240
C 4.3747 0.9084 -1.0025 -0.728
O 3.0327 0.6136 -1.3793 -0.363
H 4.5131 0.9979 0.0736 0.264
H 5.0379 0.1174 -1.3544 0.330
H 4.6009 1.8394 -1.5237 0.276
H 3.0894 0.2722 -2.2751 0.242
C 3.6095 -2.6235 -0.5451 -0.360
O 4.0252 -3.7680 0.1820 -0.527
H 4.4653 -2.3043 -1.1420 0.224
H 2.7921 -2.8081 -1.2444 0.239
H 3.2612 -1.8030 0.0832 0.103
H 3.3817 -4.4482 -0.0297 0.319
C -0.7173 -3.0058 0.8757 -0.342
O -1.7881 -2.6816 0.0280 -0.492
H 0.1413 -3.2794 0.2639 0.132
H -0.4711 -2.1583 1.5176 0.075
H -0.9259 -3.8382 1.5504 0.361
H -2.5532 -2.4096 0.5418 0.253
C -1.5457 -3.2546 -3.3711 -0.523
O -2.5737 -2.5371 -2.6990 -0.526
H -1.2722 -4.0519 -2.6776 0.229
H -1.8527 -3.6005 -4.3566 0.259
H -0.6651 -2.6230 -3.5107 0.183
H -2.2409 -2.4355 -1.8008 0.431
C -0.4310 0.2344 3.9563 -0.346
O 0.8279 -0.2301 3.4522 -0.545
H -1.1873 0.0271 3.1978 0.067
H -0.6273 -0.3031 4.8825 0.307
H -0.3827 1.3129 4.1184 0.188
H 0.8281 -0.0117 2.5140 0.317
C -4.5926 1.3692 3.2248 -0.646
O -3.8195 0.6742 2.2470 -0.448
H -3.9640 1.8890 3.9497 0.256
H -5.2320 2.1146 2.7473 0.265
H -5.2755 0.6828 3.7237 0.265
H -3.2676 1.3535 1.8450 0.387
C -1.5229 3.9666 0.7417 -0.745
O -2.2319 2.9302 1.4161 -0.496
H -0.4394 3.9246 0.8656 0.284
H -1.7289 3.9464 -0.3271 0.252
H -1.8733 4.8842 1.2166 0.339
H -2.0405 3.1308 2.3368 0.252
C 0.6294 2.3657 -3.5829 -0.185
O 1.3233 2.9592 -4.6678 -0.542
H 0.5054 3.0685 -2.7539 0.246
H -0.3935 2.0564 -3.7906 0.316
H 1.2895 1.6171 -3.1433 -0.108
H 2.2691 2.8545 -4.5508 0.297
```

## Properties
Kohn-Sham gap in eV: 9.768
Lowest unoccupied orbital energy in eV: 0.09
SMILES: CO.CO.CO.CO.CO.CO.CO.CO.CO
Net charge: 0

In kcal/mol, relative to the most stable structure: run one 35.1; run two 0.0; run three 13.0.

Run one
C2H4O2 | ωB97M-V with the def2-TZVPD basis set

The geometry in XYZ format:
```
8
Properties=species:S:1:pos:R:3:mulliken_charge:R:1
C -0.5104 -0.8364 -1.3880 0.059
O -1.6832 -0.5603 -1.1249 -0.406
H -0.2710 -1.3556 -2.3625 0.241
H 0.2530 -0.6385 -0.7036 0.119
C 0.5136 0.8762 1.3811 -0.179
O 1.5105 0.1768 1.6023 -0.416
H -0.4806 0.4048 1.3742 0.330
H 0.6681 1.9330 1.2213 0.254
```

## Properties
Kohn-Sham gap in eV: 10.773
Lowest unoccupied orbital energy in eV: 0.39
SMILES: C=O.C=O
Net charge: 0

Run two
C2H4O2 | ωB97M-V with the def2-TZVPD basis set

The geometry in XYZ format:
```
8
Properties=species:S:1:pos:R:3:mulliken_charge:R:1
C -0.9430 -0.3335 -0.0313 -0.590
O -0.1261 0.7342 0.1202 -0.272
C 1.2383 0.4761 0.0126 0.231
O 1.7930 -0.5608 0.0683 -0.426
H -0.9280 -0.8753 0.9328 0.252
H -2.0374 -0.0522 -0.0464 0.237
H -0.6759 -0.9368 -0.8148 0.305
H 1.6791 1.5483 -0.2413 0.262
```

## Properties
Kohn-Sham gap in eV: 12.057
Lowest unoccupied orbital energy in eV: 0.97
SMILES: COC=O
Net charge: 0

Run three
C2H4O2 | ωB97M-V with the def2-TZVPD basis set

The geometry in XYZ format:
```
8
Properties=species:S:1:pos:R:3:mulliken_charge:R:1
C 0.1735 1.0560 -1.0616 -0.020
O 1.0867 1.1937 -0.1793 -0.450
H -0.1940 1.9121 -1.6144 0.270
H -0.2841 0.0884 -1.3173 0.212
C -0.1513 -1.0686 1.0259 -0.138
O -1.2685 -0.7899 0.6439 -0.420
H 0.0870 -0.8865 2.1623 0.232
H 0.5508 -1.5053 0.3405 0.315
```

## Properties
Kohn-Sham gap in eV: 10.403
Lowest unoccupied orbital energy in eV: 0.28
SMILES: C=O.C=O
Net charge: 0

Run four
C2H4O2 | ωB97M-V with the def2-TZVPD basis set

The geometry in XYZ format:
```
8
Properties=species:S:1:pos:R:3:mulliken_charge:R:1
C 0.9557 0.0655 -0.0591 -0.748
C -0.5238 0.2295 -0.0713 0.628
O -1.1461 1.2933 -0.0140 -0.596
O -1.0911 -0.9197 -0.0241 -0.397
H 1.1244 -0.9809 -0.2755 0.299
H 1.3025 0.2992 1.0825 0.203
H 1.3947 0.9352 -0.6520 0.276
H -2.0163 -0.9222 0.0136 0.335
```

## Properties
Kohn-Sham gap in eV: 11.059
Lowest unoccupied orbital energy in eV: 0.70
SMILES: CC(=O)O
Net charge: 0

In kcal/mol, relative to the most stable structure: run one 44.4; run two 16.8; run three 47.1; run four 0.0.

Run one
C2H4O2 | ωB97M-V with the def2-TZVPD basis set

The geometry in XYZ format:
```
8
Properties=species:S:1:pos:R:3:mulliken_charge:R:1
C -2.2523 -5.9022 -7.6631 0.172
O -1.0469 -5.8052 -7.5730 -0.403
H -2.8961 -5.4197 -8.4365 0.244
H -2.7710 -6.5123 -6.8858 -0.085
C -4.5567 -7.7977 -5.8883 -0.017
O -4.7836 -8.5620 -4.9324 -0.418
H -3.6288 -7.1797 -5.9399 0.275
H -5.3038 -7.6529 -6.7045 0.233
```

## Properties
Kohn-Sham gap in eV: 10.182
Lowest unoccupied orbital energy in eV: 0.02
SMILES: C=O.C=O
Net charge: 0

Run two
C2H4O2 | ωB97M-V with the def2-TZVPD basis set

The geometry in XYZ format:
```
8
Properties=species:S:1:pos:R:3:mulliken_charge:R:1
C -0.8515 -0.2403 -0.3215 -0.521
O 0.5458 -0.5840 -0.2474 -0.315
C 1.1903 0.2514 0.5430 0.286
O 0.5213 0.8976 1.2135 -0.467
H -1.0702 0.8980 -0.4036 0.266
H -1.3302 -0.6463 -1.4687 0.204
H -1.2247 -0.7571 0.5768 0.252
H 2.2191 0.1808 0.1079 0.296
```

## Properties
Kohn-Sham gap in eV: 11.876
Lowest unoccupied orbital energy in eV: 0.97
SMILES: COC=O
Net charge: 0

In kcal/mol, relative to the most stable structure: run one 10.3; run two 0.0.